Density functional theory data (the ωB97M-V functional and the def2-TZVPD basis) for a single C3H7NO2 molecule.

```
! RIJCOSX wB97M-V def2-TZVPD def2/J DEFGRID3
* xyz 0 1
N -0.93 -1.10 -1.06
C -1.06 0.26 -0.97
O -1.98 0.86 -1.51
C 0.02 1.03 -0.22
C 1.11 0.22 0.46
O 0.47 -0.65 1.38
H -0.37 -1.58 -0.38
H -1.75 -1.58 -1.41
H -0.51 1.62 0.54
H 0.45 1.74 -0.92
H 1.70 -0.34 -0.28
H 1.80 0.91 0.98
H 1.07 -1.35 1.64
*
```

The structure (SMILES) is NC(=O)CCO. The highest occupied orbital energy is -9.6 eV. As for the molar mass: 89.09 g mol⁻¹.